Entry 1:
62
Properties=species:S:1:pos:R:3 method="wB97M-V/def2-TZVPD" charge=+1 e_homo_ev=-10.58
C -0.47 -2.22 -1.65
C 0.89 -2.12 -1.27
C 1.02 -2.53 0.08
H 1.72 -1.87 -1.93
C -0.29 -2.91 0.57
C -1.23 -2.70 -0.54
H -2.25 -3.09 -0.58
H -0.85 -2.06 -2.66
H 1.96 -2.68 0.61
H -0.47 -3.57 1.43
Al -1.03 -1.02 0.90
C 0.76 1.10 -0.04
H 0.59 0.22 -0.67
H -0.16 1.65 0.21
H 1.32 0.84 0.86
Si 1.90 2.44 -1.22
C 0.56 2.63 -2.52
C 0.01 1.52 -3.17
H 0.46 0.53 -3.08
C -1.16 1.66 -3.94
H -1.60 0.78 -4.42
C -1.76 2.92 -4.07
H -2.68 3.03 -4.66
C -1.18 4.04 -3.47
H -1.64 5.02 -3.58
C -0.01 3.90 -2.70
H 0.44 4.77 -2.22
C 3.08 1.15 -1.89
C 3.23 0.96 -3.27
H 2.72 1.61 -3.98
C 4.04 -0.09 -3.75
H 4.13 -0.25 -4.83
C 4.72 -0.92 -2.85
H 5.34 -1.73 -3.23
C 4.60 -0.70 -1.48
H 5.15 -1.33 -0.77
C 3.80 0.33 -0.99
H 3.70 0.50 0.08
H -1.51 0.06 -0.12
H 2.67 3.69 -1.20
N -2.08 0.68 2.81
C -3.06 -0.32 2.61
C -4.31 -0.21 3.21
C -5.21 -1.27 3.09
C -4.81 -2.41 2.37
C -3.56 -2.44 1.77
N -2.71 -1.38 1.86
C -0.79 0.34 3.26
C -0.24 0.98 4.38
C 0.97 0.52 4.88
C 1.60 -0.56 4.23
C 1.04 -1.10 3.09
N -0.15 -0.65 2.60
H -2.46 1.46 3.34
H -4.52 0.70 3.77
H -6.20 -1.21 3.55
H -5.47 -3.27 2.26
H -3.21 -3.31 1.21
H -0.81 1.79 4.82
H 1.42 0.98 5.75
H 2.54 -0.97 4.59
H 1.50 -1.93 2.54

***

Entry 2:
69
Properties=species:S:1:pos:R:3 method="wB97M-V/def2-TZVPD" charge=0 e_homo_ev=-7.62
C -4.10 4.03 -1.21
C -2.95 3.09 -1.21
C -2.61 2.24 -2.24
C -1.35 1.61 -2.07
C -0.71 1.71 -0.81
B -0.96 -2.69 1.58
C 0.70 2.20 -0.73
C 1.16 2.75 0.48
C 2.49 3.17 0.60
C 2.96 3.89 1.83
F 3.63 5.04 1.51
F 1.94 4.23 2.66
F 3.83 3.10 2.55
C 3.40 2.95 -0.43
C 2.96 2.26 -1.57
C 4.00 1.92 -2.60
F 4.89 0.99 -2.11
F 3.47 1.42 -3.76
F 4.73 3.02 -2.95
C 1.62 1.92 -1.76
O -1.30 -1.85 2.61
C -2.31 -0.80 2.37
C -3.40 -1.29 1.40
C -4.16 -2.44 2.07
C -4.39 -0.15 1.13
C -2.56 -1.67 0.16
O -1.70 -2.76 0.43
S -1.85 2.84 0.11
H -4.48 4.15 -2.23
H -4.88 3.55 -0.60
H -3.88 5.03 -0.81
H -3.20 2.18 -3.16
H -0.89 1.04 -2.85
H 0.47 3.04 1.26
H 4.44 3.23 -0.33
H 1.29 1.44 -2.67
H -2.79 -0.56 3.36
H -1.74 0.07 1.95
H -4.95 -2.76 1.36
H -3.46 -3.25 2.32
H -4.63 -2.06 3.01
H -5.20 -0.48 0.46
H -4.87 0.21 2.05
H -3.89 0.71 0.65
H -3.15 -1.99 -0.70
H -1.95 -0.77 -0.09
C 2.07 -2.81 -3.27
C 2.53 -1.64 -2.64
C 1.88 -1.14 -1.53
C 0.73 -1.74 -0.95
C 0.08 -0.83 0.02
S 0.18 -4.07 1.88
C 1.45 -3.15 2.99
C 2.72 -2.79 2.23
C 2.73 -1.41 1.56
S 0.97 -0.39 1.36
C 0.30 -2.97 -1.60
C 0.98 -3.48 -2.71
H 2.46 -3.17 -4.22
H 3.39 -1.13 -3.06
H 2.22 -0.19 -1.08
H 1.00 -2.26 3.44
H 1.62 -3.84 3.83
H 3.58 -2.76 2.91
H 2.95 -3.63 1.55
H 3.30 -0.67 2.14
H 3.11 -1.41 0.53
H -0.54 -3.56 -1.23
H 0.64 -4.43 -3.16

***

Entry 3:
67
Properties=species:S:1:pos:R:3 method="wB97M-V/def2-TZVPD" charge=+2 multiplicity=6 e_homo_ev="-13.67 / -14.04"
C 2.65 -0.55 -1.76
N 1.41 -0.57 -2.33
N 1.59 -0.64 -3.71
C 2.90 -0.70 -3.99
C 3.61 -0.63 -2.78
B 0.32 -0.49 -4.60
N -0.63 -1.64 -4.16
N -1.05 -1.72 -2.83
C -2.01 -2.68 -2.78
C -2.17 -3.24 -4.05
C -1.27 -2.58 -4.88
Mn -0.25 -0.43 -1.49
N -0.38 0.82 -4.10
N -0.74 0.98 -2.77
C -1.36 2.18 -2.64
C -1.37 2.81 -3.90
C -0.75 1.93 -4.78
H -1.76 2.51 -1.69
H -0.55 1.99 -5.83
H -1.78 3.77 -4.12
H 0.54 -0.46 -5.77
H -1.00 -2.71 -5.92
H 3.21 -0.83 -5.01
H -2.84 -4.02 -4.33
H 4.68 -0.65 -2.66
H -2.54 -2.89 -1.86
H 2.77 -0.44 -0.70
H -2.29 -1.27 0.15
C -2.43 -2.12 0.83
H -3.26 -2.75 0.49
H -1.50 -2.70 0.87
H -2.66 -1.74 1.83
N 0.21 -0.05 0.10
P 0.28 0.39 1.66
C 1.74 1.37 2.10
C 2.66 0.91 3.06
C 3.75 1.70 3.42
C 3.95 2.95 2.82
C 3.03 3.41 1.87
C 1.94 2.63 1.50
C -1.23 1.30 2.00
C -2.21 0.87 2.91
C -3.43 1.54 2.99
C -3.67 2.67 2.20
C -2.69 3.12 1.30
C -1.48 2.44 1.20
C 0.37 -1.10 2.66
C 0.84 -2.25 2.01
C 0.97 -3.44 2.72
C 0.68 -3.47 4.09
C 0.26 -2.32 4.75
C 0.11 -1.12 4.05
H 2.50 -0.06 3.55
H 4.45 1.33 4.18
H 4.80 3.56 3.10
H 3.17 4.39 1.41
H 1.23 2.99 0.76
H -2.03 0.00 3.55
H -4.20 1.19 3.68
H -4.61 3.21 2.28
H -2.86 3.99 0.67
H -0.72 2.78 0.50
H 1.10 -2.19 0.95
H 1.30 -4.33 2.18
H 0.79 -4.41 4.63
H 0.06 -2.34 5.83
H -0.20 -0.21 4.57

***

Entry 4:
67
Properties=species:S:1:pos:R:3 method="wB97M-V/def2-TZVPD" charge=0 e_homo_ev=-7.35
H 0.30 2.89 -1.19
N -0.19 1.36 -2.58
B -0.58 -0.08 -4.63
N -0.23 1.28 -3.94
C 0.10 2.49 -4.46
Sn -0.73 -0.22 -1.23
H 0.11 2.67 -5.53
C 0.39 3.34 -3.39
H 0.72 4.36 -3.42
C 0.19 2.60 -2.22
H -0.44 -0.06 -5.81
C -2.30 -2.86 0.07
H -2.02 -3.26 1.05
H -1.40 -2.46 -0.44
H -2.84 -3.58 -0.56
N -2.05 -0.47 -4.30
N 0.39 -1.16 -4.00
N -2.50 -0.62 -3.02
N 0.55 -1.31 -2.65
C -3.06 -0.67 -5.17
C 1.19 -2.04 -4.62
H -2.87 -0.59 -6.24
H 1.17 -2.08 -5.69
C -4.19 -1.01 -4.45
C 1.90 -2.76 -3.67
C -3.79 -1.00 -3.09
C 1.46 -2.29 -2.44
H -5.16 -1.24 -4.83
H 2.64 -3.50 -3.86
H -4.37 -1.27 -2.21
H 1.74 -2.62 -1.45
H -2.95 -1.99 0.35
O 0.86 -0.01 0.07
Si 0.84 0.29 1.68
C 0.50 2.12 1.94
C -0.69 2.68 1.47
C -0.99 4.03 1.70
C -0.08 4.84 2.38
C 1.12 4.28 2.83
C 1.42 2.93 2.61
C -0.48 -0.66 2.70
C -1.80 -0.20 2.78
C -2.78 -0.92 3.50
C -2.43 -2.08 4.20
C -1.10 -2.48 4.20
C -0.13 -1.76 3.49
C 2.46 -0.16 2.48
C 2.75 0.03 3.84
C 3.98 -0.38 4.38
C 4.94 -0.98 3.55
C 4.66 -1.15 2.19
C 3.44 -0.73 1.66
H -1.39 2.07 0.88
H -1.92 4.45 1.32
H -0.32 5.89 2.59
H 1.85 4.91 3.34
H 2.38 2.52 2.91
H -2.08 0.74 2.32
H -3.81 -0.58 3.45
H -3.20 -2.62 4.77
H -0.80 -3.35 4.80
H 0.91 -2.09 3.51
H 2.00 0.49 4.50
H 4.18 -0.22 5.44
H 5.88 -1.31 3.98
H 5.41 -1.61 1.54
H 3.25 -0.86 0.59

***

Entry 5:
72
Properties=species:S:1:pos:R:3 method="wB97M-V/def2-TZVPD" charge=0 multiplicity=5 e_homo_ev="-6.49 / -7.50"
Ir -1.26 -0.27 -0.80
O -3.77 -1.89 2.48
C -2.76 -2.27 3.31
C -3.06 -3.07 4.40
C -2.05 -3.49 5.25
C -0.74 -3.12 5.02
C -0.44 -2.31 3.93
C -1.44 -1.85 3.09
C -1.21 -0.88 1.95
O -1.74 -1.37 0.76
N 0.23 -0.61 1.75
N 0.52 -0.18 0.53
C 1.80 0.34 0.35
C 2.35 0.58 -0.84
Br 1.41 0.08 -2.40
C 3.67 1.14 -1.09
C 4.40 1.99 -0.22
C 3.83 2.71 0.85
C 4.62 3.45 1.71
C 6.00 3.51 1.53
C 6.57 2.86 0.43
C 5.79 2.13 -0.43
H -3.38 -1.63 1.63
H -4.09 -3.37 4.55
H -2.30 -4.13 6.09
H 0.06 -3.47 5.67
H 0.59 -2.03 3.75
H -1.68 0.07 2.20
H 0.73 -0.17 2.52
H 2.40 0.51 1.24
H 4.14 0.84 -2.01
H 2.75 2.74 0.96
H 4.16 3.99 2.53
H 6.62 4.07 2.21
H 7.64 2.94 0.26
H 6.24 1.63 -1.28
N -3.60 3.04 -1.31
C -2.15 3.48 -1.10
C -2.01 4.98 -1.21
P -1.76 2.80 0.58
O -2.97 3.56 1.37
O -0.44 3.18 1.11
O -2.21 1.37 0.42
P -1.20 2.58 -2.40
O -1.96 3.20 -3.69
O 0.22 2.93 -2.34
O -1.72 1.13 -2.31
H -4.16 3.27 -0.49
H -3.59 2.02 -1.43
H -3.99 3.48 -2.15
H -2.59 5.49 -0.44
H -2.33 5.34 -2.20
H -0.96 5.23 -1.08
H -2.67 3.89 2.23
H -1.36 3.27 -4.44
C 1.72 -5.04 -2.15
C 1.88 -3.98 -1.23
C 0.93 -3.01 -1.11
C -0.24 -3.02 -1.91
C -1.25 -2.01 -1.84
C -2.40 -2.17 -2.57
C -2.59 -3.28 -3.43
C -1.62 -4.22 -3.55
C -0.43 -4.12 -2.79
C 0.59 -5.11 -2.90
H 2.49 -5.80 -2.24
H 2.77 -3.94 -0.60
H 1.06 -2.22 -0.39
H -3.18 -1.43 -2.51
H -3.51 -3.36 -3.99
H -1.75 -5.07 -4.22
H 0.43 -5.93 -3.60

***

Entry 6:
71
Properties=species:S:1:pos:R:3 method="wB97M-V/def2-TZVPD" charge=+2 multiplicity=2 e_homo_ev="-12.78 / -12.79"
Ti 0.25 -0.43 -0.18
C 3.24 -3.66 -3.73
N 2.28 -3.32 -2.63
C 1.18 -4.06 -2.41
C 0.38 -3.34 -1.52
N 0.96 -2.16 -1.29
C 2.10 -2.17 -1.94
P 3.48 -1.07 -1.69
C 3.48 -1.01 0.08
N 2.36 -0.70 0.84
C 2.79 -0.69 2.17
C 4.12 -0.91 2.17
N 4.50 -1.23 0.88
C 5.88 -1.60 0.59
C 2.63 0.58 -1.99
N 1.47 0.93 -1.40
C 1.17 2.18 -1.93
C 2.16 2.61 -2.78
N 3.02 1.55 -2.81
C 4.33 1.68 -3.44
H 2.88 -4.53 -4.24
H 4.16 -3.89 -3.26
H 3.34 -2.80 -4.39
H 1.03 -4.98 -2.93
H -0.61 -3.55 -1.17
H 2.05 -0.48 2.96
H 4.81 -1.05 3.00
H 6.25 -2.04 1.51
H 6.48 -0.61 0.46
H 6.06 -2.34 -0.17
H 0.26 2.71 -1.79
H 2.28 3.44 -3.45
H 5.04 1.14 -2.87
H 4.61 2.76 -3.40
H 4.27 1.36 -4.50
Br 0.14 1.91 1.33
C -1.37 2.98 0.83
C -1.40 4.14 1.56
C -2.45 5.08 1.22
C -3.18 4.89 0.06
C -3.02 3.73 -0.75
C -3.64 3.65 -2.05
C -3.39 2.59 -2.90
C -2.71 1.43 -2.40
C -2.18 1.49 -1.15
C -2.19 2.66 -0.34
H -0.73 4.43 2.31
H -2.52 5.97 1.84
H -3.97 5.57 -0.18
H -4.27 4.42 -2.48
H -3.80 2.56 -3.87
H -2.71 0.51 -2.97
C -4.54 -3.70 4.22
C -3.75 -2.55 3.67
C -4.19 -1.21 3.69
C -3.27 -0.25 3.23
N -2.19 -0.56 2.51
C -1.84 -1.82 2.42
S -0.38 -2.25 1.52
N -2.56 -2.78 3.04
C -3.51 1.18 3.54
H -5.55 -3.62 3.97
H -4.51 -3.75 5.32
H -4.20 -4.62 3.73
H -5.12 -0.99 4.28
H -2.09 -3.64 3.20
H -2.60 1.73 3.27
H -3.85 1.31 4.57
H -4.32 1.52 2.91
O -1.15 -0.67 -1.44
O -1.67 0.34 -0.51

***

Entry 7:
74
Properties=species:S:1:pos:R:3 method="wB97M-V/def2-TZVPD" charge=+1 e_homo_ev=-10.62
Zn 0.25 0.14 0.01
Cl 1.76 0.62 2.40
C 0.69 -0.68 2.63
C -0.13 -1.01 1.56
C -1.02 -2.06 1.76
Cl -2.09 -2.45 0.48
C -1.07 -2.79 2.95
Cl -2.14 -4.11 3.14
C -0.22 -2.43 4.00
Cl -0.24 -3.31 5.47
C 0.66 -1.36 3.85
Cl 1.67 -0.87 5.14
C -3.36 6.43 -4.29
C -3.44 6.28 -2.80
C -3.66 5.05 -2.20
C -3.77 4.93 -0.83
C -3.65 6.06 -0.02
N -3.80 6.03 1.38
C -3.84 4.99 2.26
O -4.44 5.04 3.30
N -3.16 3.82 1.91
C -1.93 3.67 1.30
C -1.09 4.73 0.94
C 0.12 4.44 0.35
C 0.47 3.13 0.09
N -0.32 2.11 0.43
C -1.47 2.37 1.04
C -3.42 7.29 -0.62
C -3.32 7.41 -1.99
H -3.29 5.45 -4.78
H -2.50 7.03 -4.58
H -4.25 6.93 -4.67
H -3.76 4.17 -2.82
H -3.97 3.96 -0.40
H -4.20 6.87 1.77
H -3.47 3.02 2.45
H -1.37 5.75 1.15
H 0.80 5.24 0.08
H 1.40 2.85 -0.37
H -2.06 1.51 1.34
H -3.34 8.17 0.00
H -3.16 8.37 -2.43
O 2.85 -1.45 -1.82
C 2.90 -0.31 -1.35
O 2.09 0.30 -0.64
C 4.23 0.45 -1.71
N 5.00 -0.55 -2.48
C 6.22 -0.90 -1.74
C 5.84 -0.59 -0.29
C 5.04 0.70 -0.44
H 3.99 1.35 -2.27
H 5.18 -0.29 -3.45
H 4.20 -1.37 -2.42
H 7.05 -0.26 -2.06
H 6.49 -1.94 -1.90
H 6.71 -0.48 0.35
H 5.22 -1.38 0.11
H 5.70 1.56 -0.57
H 4.39 0.89 0.41
C 1.16 3.16 -4.71
C 0.76 1.70 -4.93
C -0.10 1.19 -3.83
N 0.36 0.74 -2.73
N -0.57 0.31 -1.87
C -1.80 0.43 -2.31
N -2.87 0.09 -1.59
S -1.87 1.14 -3.90
H 1.80 3.49 -5.52
H 1.69 3.28 -3.77
H 0.28 3.80 -4.69
H 1.67 1.09 -4.96
H 0.24 1.60 -5.88
H -2.72 -0.53 -0.80
H -3.77 0.06 -2.03

***

Please write out number 2 again, unchanged.
69
Properties=species:S:1:pos:R:3 method="wB97M-V/def2-TZVPD" charge=0 e_homo_ev=-7.62
C -4.10 4.03 -1.21
C -2.95 3.09 -1.21
C -2.61 2.24 -2.24
C -1.35 1.61 -2.07
C -0.71 1.71 -0.81
B -0.96 -2.69 1.58
C 0.70 2.20 -0.73
C 1.16 2.75 0.48
C 2.49 3.17 0.60
C 2.96 3.89 1.83
F 3.63 5.04 1.51
F 1.94 4.23 2.66
F 3.83 3.10 2.55
C 3.40 2.95 -0.43
C 2.96 2.26 -1.57
C 4.00 1.92 -2.60
F 4.89 0.99 -2.11
F 3.47 1.42 -3.76
F 4.73 3.02 -2.95
C 1.62 1.92 -1.76
O -1.30 -1.85 2.61
C -2.31 -0.80 2.37
C -3.40 -1.29 1.40
C -4.16 -2.44 2.07
C -4.39 -0.15 1.13
C -2.56 -1.67 0.16
O -1.70 -2.76 0.43
S -1.85 2.84 0.11
H -4.48 4.15 -2.23
H -4.88 3.55 -0.60
H -3.88 5.03 -0.81
H -3.20 2.18 -3.16
H -0.89 1.04 -2.85
H 0.47 3.04 1.26
H 4.44 3.23 -0.33
H 1.29 1.44 -2.67
H -2.79 -0.56 3.36
H -1.74 0.07 1.95
H -4.95 -2.76 1.36
H -3.46 -3.25 2.32
H -4.63 -2.06 3.01
H -5.20 -0.48 0.46
H -4.87 0.21 2.05
H -3.89 0.71 0.65
H -3.15 -1.99 -0.70
H -1.95 -0.77 -0.09
C 2.07 -2.81 -3.27
C 2.53 -1.64 -2.64
C 1.88 -1.14 -1.53
C 0.73 -1.74 -0.95
C 0.08 -0.83 0.02
S 0.18 -4.07 1.88
C 1.45 -3.15 2.99
C 2.72 -2.79 2.23
C 2.73 -1.41 1.56
S 0.97 -0.39 1.36
C 0.30 -2.97 -1.60
C 0.98 -3.48 -2.71
H 2.46 -3.17 -4.22
H 3.39 -1.13 -3.06
H 2.22 -0.19 -1.08
H 1.00 -2.26 3.44
H 1.62 -3.84 3.83
H 3.58 -2.76 2.91
H 2.95 -3.63 1.55
H 3.30 -0.67 2.14
H 3.11 -1.41 0.53
H -0.54 -3.56 -1.23
H 0.64 -4.43 -3.16